[1]
This record from OMol25 describes C15H44BrNaO19P4S as an isolated structure. The level of theory is ωB97M-V with the def2-TZVPD basis set.

XYZ file:
```
85
C15H44BrNaO19P4S, DFT ωB97M-V with the def2-TZVPD basis set
Na -0.2120 0.4779 0.1200
Br -1.8658 2.8500 0.8821
O 2.7372 1.6343 4.4385
S 1.3802 1.2397 3.9511
O 1.1354 0.5938 2.6431
O 0.6830 0.3485 5.1635
C -0.6873 0.0961 5.0949
C -0.9590 -1.1711 5.9625
C 0.3464 2.7468 4.0631
H -0.8734 -0.0472 4.0305
H -1.2516 0.9933 5.3492
H -0.2043 -1.9483 5.8421
H -1.8956 -1.6876 5.7526
H -0.9530 -0.8927 7.0163
H -0.5803 2.5426 3.5268
H 0.9192 3.4441 3.4518
H 0.3003 3.0629 5.1053
C -0.6025 3.6689 -2.8548
O -1.1246 2.6920 -3.7490
P -0.4506 1.1906 -3.7107
O -0.5352 0.5019 -2.4115
O 1.0722 1.4267 -4.2380
C 1.3184 1.9423 -5.5360
O -1.1644 0.4801 -5.0016
C -2.5689 0.3296 -5.0684
H -0.1045 4.4386 -3.4445
H 0.2265 3.2505 -2.2841
H -1.3160 4.1762 -2.2054
H 2.1010 1.4072 -6.0738
H 1.5933 2.9969 -5.5210
H 0.4289 1.8898 -6.1639
H -3.0065 0.7105 -5.9912
H -3.0785 0.6337 -4.1541
H -2.7168 -0.7487 -5.1277
C 3.8682 2.8268 -2.8616
O 3.3455 3.4251 -1.6487
P 3.1483 2.5155 -0.2963
O 2.1333 1.3882 -0.2568
O 4.6518 2.0771 0.2091
C 4.8466 1.5482 1.5073
O 2.8270 3.6505 0.8240
C 1.7819 4.5608 0.5774
H 4.5123 3.5515 -3.3596
H 3.0734 2.6772 -3.5924
H 4.3236 1.8660 -2.6216
H 3.9631 1.5621 2.1456
H 5.6321 2.0749 2.0492
H 5.1132 0.4918 1.4745
H 2.0230 5.5852 0.8612
H 0.9856 4.3252 1.2834
H 1.3892 4.4681 -0.4352
C -4.8013 -3.2554 2.2410
O -3.7784 -2.7028 1.4559
P -2.6181 -1.8218 2.1496
O -1.7405 -1.0029 1.2773
O -3.4741 -0.9327 3.2267
C -4.1427 0.2331 2.8124
O -1.7943 -2.8336 3.1769
C -1.1135 -3.8952 2.6118
H -4.3579 -3.7564 3.1015
H -5.2853 -3.9548 1.5594
H -5.5601 -2.5771 2.6311
H -3.7347 0.7117 1.9221
H -3.9305 0.9612 3.5954
H -5.2238 0.1493 2.7017
H -1.5196 -4.8503 2.9449
H -0.0462 -3.7977 2.8102
H -1.1661 -3.8601 1.5236
C 2.2543 -1.3116 -2.6404
O 1.1784 -2.1742 -2.8457
P 0.3960 -2.8289 -1.6030
O 0.2203 -1.9052 -0.4508
O -1.0279 -3.2179 -2.3185
C -1.9977 -3.9423 -1.6687
O 1.0898 -4.3050 -1.4229
C 1.3723 -5.1263 -2.6499
H 2.7194 -1.0783 -3.5981
H 2.9234 -1.6875 -1.8664
H 1.8401 -0.4087 -2.1917
H -2.7839 -3.3466 -1.2050
H -1.6112 -4.5757 -0.8702
H -2.4717 -4.6804 -2.3157
H 0.8026 -6.0432 -2.4986
H 2.4222 -5.4150 -2.6994
H 1.2511 -4.6318 -3.6137
```

Values from the calculation:
Spin multiplicity: 2
HOMO energy (alpha / beta), Eh: -0.4667 / -0.4667
Electronic energy, eV: -177623.5894
Total charge: +1
M, g/mol: 787.36

---

[2]
This record from OMol25 describes a 2-piece molecular cluster, C2H5N3O overall. The level of theory is ωB97M-V with the def2-TZVPD basis set.

XYZ file:
```
11
C2H5N3O, DFT ωB97M-V with the def2-TZVPD basis set
C -0.4769 0.1711 -1.6291
C 0.5679 -0.1122 0.6056
N -1.4631 0.4850 -2.1547
N -0.5676 -0.7185 1.2119
N 0.4880 -0.2812 -0.9127
O 0.5331 1.2876 0.9543
H 1.3610 -0.4796 1.2685
H -0.4872 -1.6943 0.9331
H -1.4672 -0.4437 0.8106
H 1.7080 0.0354 -1.5810
H -0.1960 1.7504 0.4935
```

Values from the calculation:
Energy above the lowest of the compared OMol25 structures with the same formula, charge and spin, kcal per mole: 88.0
HOMO energy, Eh: -0.3692
Electronic energy, eV: -8669.8258
M, g/mol: 87.08

---

[3]
This record from OMol25 describes the molecule C5H6N2. The level of theory is ωB97M-V with the def2-TZVPD basis set.

XYZ file:
```
13
C5H6N2, DFT ωB97M-V with the def2-TZVPD basis set
C 0.9916 -0.4413 0.7006
C -0.1937 -0.1717 0.1361
C -0.1928 0.9859 -0.7335
C 2.0628 1.3922 -0.4850
C -1.4654 -0.9635 0.3595
N 2.1396 0.3610 0.3455
N -1.1608 1.4366 -1.3059
H 1.3088 -1.4844 1.0557
H -2.1881 -0.4579 -0.4304
H -1.3920 -2.0244 0.1623
H -1.8524 -0.9681 1.3369
H 3.0263 0.0252 0.7143
H -1.0838 2.3105 -1.8561
```

Values from the calculation:
Energy above the lowest of the compared OMol25 structures with the same formula, charge and spin, kcal per mole: 125.3
HOMO energy, Eh: -0.2798
Electronic energy, eV: -8256.9255
M, g/mol: 94.12

---

[4]
This record from OMol25 describes C58H42BrOP2RhS as an isolated structure. The level of theory is ωB97M-V with the def2-TZVPD basis set.

XYZ file:
```
106
C58H42BrOP2RhS, DFT ωB97M-V with the def2-TZVPD basis set
Rh -0.7731 -0.6382 0.7404
O 1.3245 0.6809 2.7918
S 0.7378 0.7649 1.4286
C 0.2808 2.5122 1.0467
C 0.4963 3.5343 1.9910
C 0.5584 4.8820 1.6636
C 0.6598 5.3263 0.3417
C 1.1062 6.5677 -0.3490
C 1.0425 6.1955 -1.8821
C 0.6872 4.7501 -1.9069
C 0.4496 3.8400 -2.9312
C -0.0857 2.5797 -2.6861
C -0.3769 2.0762 -1.3813
P -1.5468 0.7628 -0.9655
C -1.9535 0.0263 -2.5536
C -3.1428 0.2861 -3.2103
C -3.3617 -0.2811 -4.4784
C -2.3600 -1.0161 -5.1335
C -1.1488 -1.2426 -4.4373
C -0.9669 -0.7072 -3.1524
C -3.1496 1.4041 -0.3127
C -4.1971 0.5112 -0.0524
C -5.4617 0.8813 0.3718
C -5.7525 2.2272 0.5867
C -4.7893 3.1653 0.1745
C -3.5163 2.7496 -0.2940
C 0.0398 2.9121 -0.2865
C 0.4113 4.3040 -0.6036
C 2.2225 0.7468 0.3497
C 3.1416 1.6658 0.7276
C 4.2163 2.0284 -0.1379
C 4.3175 1.4196 -1.3604
C 5.1698 1.6732 -2.5635
C 4.7439 0.5679 -3.6206
C 3.7830 -0.3189 -2.8846
C 3.1170 -1.4958 -3.1701
C 2.3572 -2.0930 -2.1349
C 1.8734 -1.4503 -0.9688
P 1.0083 -2.2759 0.3446
C 0.6998 -3.9384 -0.2222
C -0.0460 -4.1603 -1.3985
C -0.3859 -5.4431 -1.7828
C 0.2125 -6.4970 -1.1144
C 0.9330 -6.3233 0.0437
C 1.1810 -5.0172 0.5058
C 2.1016 -2.3300 1.7250
C 1.5379 -2.4646 3.0041
C 2.3221 -2.7709 4.1122
C 3.6698 -2.9702 3.9470
C 4.2458 -2.9093 2.7021
C 3.5109 -2.5840 1.5781
C 2.4807 -0.1941 -0.6894
C 3.4210 0.2878 -1.6150
H 0.8590 3.2555 2.9846
H 0.6082 5.6741 2.4464
H 2.1882 6.8535 -0.0734
H 0.3790 7.3589 -0.0458
H 2.0325 6.3808 -2.3604
H 0.2987 6.8178 -2.4520
H 0.5124 4.1301 -3.9597
H -0.3552 1.9437 -3.5462
H -3.9231 0.9471 -2.7807
H -4.3675 -0.2765 -4.8198
H -2.5942 -1.5426 -6.0392
H -0.3378 -1.6941 -4.9543
H -0.0252 -0.7804 -2.5883
H -4.0764 -0.5521 -0.3075
H -6.2174 0.0784 0.4555
H -6.6940 2.5704 0.9714
H -4.9955 4.2446 0.0698
H -2.7594 3.4642 -0.6582
H 3.0725 2.1245 1.6924
H 4.8661 2.8447 0.1095
H 6.2586 1.5734 -2.4201
H 4.8750 2.7114 -2.9412
H 5.5338 -0.0451 -4.0848
H 4.2134 1.1094 -4.4458
H 3.2233 -1.9951 -4.1586
H 2.0706 -3.1484 -2.3470
H -0.3600 -3.2941 -2.0154
H -1.0824 -5.6738 -2.5902
H 0.0922 -7.5213 -1.4699
H 1.3699 -7.1323 0.6384
H 1.7330 -4.8505 1.4636
H 0.4888 -2.1934 3.0893
H 1.7758 -2.8426 5.0611
H 4.2684 -3.2142 4.8100
H 5.3083 -2.9711 2.5673
H 4.0248 -2.5304 0.6209
Br -2.3977 -2.7392 0.4633
C -2.6945 -2.6099 2.3334
C -3.3027 -3.7009 3.0201
C -3.6356 -3.5900 4.3946
C -3.4667 -2.3717 5.1225
C -2.9016 -1.3085 4.4318
C -2.8863 -0.0490 5.0362
C -2.6468 1.0238 4.2730
C -2.1534 0.8619 2.9699
C -1.8562 -0.3458 2.4585
C -2.4181 -1.4697 3.0793
H -3.4032 -4.6324 2.4979
H -3.8221 -4.5344 4.9208
H -3.6666 -2.2904 6.1786
H -3.1377 -0.0302 6.0805
H -2.8672 2.0626 4.5972
H -2.0542 1.6915 2.3239
```

Values from the calculation:
Spin multiplicity: 5
HOMO energy (alpha / beta), Eh: -0.4084 / -0.4605
Electronic energy, eV: -165320.6457
Total charge: +2
M, g/mol: 1031.80

---

[5]
This record from OMol25 describes a 2-piece molecular cluster, C4H14ClN2Si overall. The level of theory is ωB97M-V with the def2-TZVPD basis set.

XYZ file:
```
22
C4H14ClN2Si, DFT ωB97M-V with the def2-TZVPD basis set
C 0.2113 1.9491 -2.0381
C -1.5968 -0.9596 1.4116
C 0.1819 0.4217 -1.7280
C -0.2185 -1.4455 0.9164
N 0.9053 1.6042 2.0685
N -0.2472 -2.1817 -0.3744
Si 0.9412 -0.5875 -0.3183
Cl 2.9359 -1.2425 -0.5267
H -0.7310 2.3937 -1.5021
H 1.1476 2.4731 -1.7729
H 0.0969 2.0449 -3.1376
H -1.6064 -0.0947 2.0198
H -2.1629 -1.7456 2.0604
H -2.3023 -1.0244 0.5372
H 0.5864 -0.1054 -2.5922
H -0.7551 -0.0378 -1.8281
H 0.3211 -2.2222 1.5751
H 0.9661 2.3389 1.3707
H 1.8878 1.5970 2.2858
H 0.1184 -3.0736 -0.3813
H 0.4608 2.1148 2.8158
H -1.1403 -2.2169 -0.8619
```

Values from the calculation:
Energy above the lowest of the compared OMol25 structures with the same formula, charge and spin, kcal per mole: 21.2
HOMO energy, Eh: -0.5186
Electronic energy, eV: -27749.2081
Total charge: +1
M, g/mol: 153.71

---

[6]
This record from OMol25 describes C18H19N3O4Pd as an isolated structure. The level of theory is ωB97M-V with the def2-TZVPD basis set.

XYZ file:
```
45
C18H19N3O4Pd, DFT ωB97M-V with the def2-TZVPD basis set
Pd 8.8341 10.0724 11.1581
O 5.7234 9.5396 6.5682
C 6.3074 8.3202 6.6838
C 5.9274 7.3415 5.7918
C 6.2895 5.9888 5.9907
C 7.2259 5.6972 7.0138
C 7.9080 6.7245 7.6362
C 7.3978 8.0268 7.4909
C 7.9275 9.1076 8.2791
O 7.1467 9.9803 8.6489
N 9.2922 9.0879 8.5194
N 9.6896 10.0312 9.2997
C 10.8816 10.6906 9.1257
C 11.0285 12.0463 9.5072
C 12.1848 12.8317 9.2281
C 12.3499 14.1002 9.7502
C 11.3064 14.6343 10.5533
C 10.1965 13.9262 10.8924
C 9.8985 12.6501 10.3057
O 8.7925 12.0422 10.4611
H 6.0610 9.9630 7.4581
H 5.4643 7.6965 4.8835
H 5.9009 5.1819 5.3643
H 7.5005 4.6975 7.2466
H 8.8773 6.6066 8.0651
H 11.7140 10.1421 8.6182
H 12.9448 12.4056 8.6056
H 13.2449 14.7246 9.6075
H 11.4564 15.6784 10.7221
H 9.4680 14.2505 11.6484
C 8.2605 5.5504 11.2016
N 7.1982 6.4083 11.7000
C 6.1077 5.7599 12.3987
C 7.4681 7.7545 11.6904
C 6.4122 8.6688 12.1915
O 8.6671 8.1039 11.3261
H 9.1782 5.9092 11.7390
H 8.3149 5.7686 10.1639
H 7.9550 4.5464 11.4019
H 6.0858 5.8512 13.4796
H 6.1831 4.6663 12.2168
H 5.1449 6.1598 12.0503
H 5.5229 8.0296 12.4165
H 6.1803 9.4310 11.4633
H 6.7461 9.2434 13.0747
```

Values from the calculation:
HOMO energy (alpha / beta), Eh: 0.0558 / 0.0797
Electronic energy, eV: -35109.1645
Total charge: -2
M, g/mol: 447.79